{
  "formula": "C5H9BrClN",
  "method": "ωB97M-V/def2-TZVPD",
  "symbols": ["H", "C", "Cl", "C", "H", "C", "H", "H", "C", "H", "H", "H", "H", "Br", "N", "H", "C"],
  "positions_angstrom": [[-1.218, -3.149, 1.599], [2.190, 0.449, -2.079], [-0.157, -2.369, -1.478], [-0.238, -2.843, 1.969], [1.594, 1.865, 1.010], [0.334, -1.519, -0.071], [1.563, 2.658, -0.535], [0.454, -3.742, 1.738], [2.090, 0.624, -0.601], [-0.225, -2.721, 2.981], [2.951, -0.248, -2.311], [2.329, 1.462, -2.520], [0.285, 1.522, -0.295], [3.246, -0.190, 0.693], [0.327, -1.793, 1.094], [1.264, 0.047, -2.474], [1.264, 1.775, -0.020]],
  "mulliken_charge": [0.279, -1.021, -0.192, -0.773, 0.399, 0.328, 0.402, 0.273, 0.402, 0.290, 0.358, 0.311, 0.280, -0.155, -0.232, 0.248, -1.199],
  "gap_ev": [7.034, 8.482],
  "e_homo_ha": [-0.266, -0.289],
  "total_energy_ha": -3284.71043,
  "charge": 0
}

=====

{
  "formula": "C54H58KN8OP2S2",
  "method": "ωB97M-V/def2-TZVPD",
  "symbols": ["H", "C", "H", "H", "H", "H", "H", "C", "C", "C", "C", "C", "H", "H", "C", "C", "C", "C", "H", "C", "C", "H", "C", "H", "H", "C", "C", "C", "C", "H", "C", "H", "N", "N", "H", "H", "C", "C", "C", "O", "C", "C", "H", "H", "N", "H", "C", "H", "H", "C", "C", "P", "H", "C", "H", "H", "C", "H", "H", "C", "H", "C", "C", "H", "C", "H", "H", "C", "H", "C", "C", "H", "C", "H", "H", "C", "H", "C", "C", "C", "C", "N", "N", "H", "H", "H", "S", "N", "C", "H", "H", "H", "C", "H", "P", "C", "N", "H", "H", "C", "H", "S", "H", "K", "H", "H", "H", "N", "H", "H", "C", "C", "H", "C", "H", "H", "C", "C", "C", "H", "C", "C", "H", "C", "H", "H"],
  "positions_angstrom": [[2.554, -0.093, -4.382], [2.686, -1.151, 5.906], [1.524, 5.323, -2.515], [-1.018, 0.940, -4.503], [2.410, -2.045, 6.451], [2.890, 3.246, 0.608], [-4.754, -6.279, -0.805], [-3.382, -0.894, 0.468], [-3.728, -0.625, 2.709], [3.293, 3.312, 1.611], [-2.869, -5.319, -0.603], [-0.072, 5.117, -0.659], [1.600, 0.420, -5.794], [2.737, -2.409, -2.934], [-1.393, -2.808, 3.275], [0.447, -0.669, -4.300], [-0.715, 0.426, -1.867], [4.391, 4.518, 3.342], [1.455, 1.272, -4.244], [0.010, -3.218, -1.016], [-3.672, -3.745, -2.778], [-1.686, 0.139, -2.270], [0.678, -2.036, -4.952], [-3.389, -0.166, 3.634], [-3.964, -3.120, -3.614], [-4.113, 3.809, 0.485], [3.020, -3.581, -1.114], [4.237, 3.402, 4.154], [-0.040, -2.217, 5.152], [3.637, -1.562, -1.689], [-0.459, -2.308, -2.049], [1.751, -4.800, -2.401], [-2.994, -0.357, 1.628], [2.325, 0.321, 4.070], [4.378, -0.699, 7.146], [4.554, 3.425, 5.189], [-5.230, -2.010, 1.480], [-2.409, -3.519, -2.179], [-4.088, -5.513, -1.184], [1.972, 1.146, -0.832], [2.360, 2.157, -1.516], [1.579, 0.286, -4.704], [-5.389, 5.160, 1.552], [3.481, -5.148, -2.520], [0.053, 2.816, 0.154], [1.656, -2.456, -4.704], [-1.996, -4.326, -1.107], [-1.730, -0.689, -4.483], [-5.113, 5.844, -2.672], [-3.953, 4.207, -1.897], [3.188, 4.247, -3.274], [0.584, -0.780, -2.391], [-2.898, 2.653, -0.843], [-3.598, 3.478, -0.767], [0.640, -1.918, -6.041], [4.412, -2.877, -2.611], [1.437, -4.293, 1.128], [-0.755, 0.482, -0.772], [-3.249, 2.080, 1.425], [-1.026, 3.685, 2.017], [0.719, 5.866, -0.598], [3.541, 2.069, -2.318], [3.475, -2.541, -2.148], [-6.055, 6.435, -0.458], [-4.486, -1.730, 0.344], [5.084, -4.053, -0.710], [-5.416, -1.622, 3.590], [-3.736, 3.011, 1.706], [-4.750, -2.148, -0.622], [-5.361, 5.608, -0.549], [-0.878, -0.096, -4.818], [4.100, 1.140, -2.241], [3.615, 2.281, 3.627], [1.366, -5.259, 0.631], [-0.861, -0.108, -5.915], [1.658, 3.417, -1.540], [4.406, -2.865, 0.411], [0.515, 3.723, -0.628], [3.359, 1.063, 4.453], [-1.135, -2.892, 4.630], [-4.490, -4.724, -2.291], [3.151, 2.234, 2.378], [-0.770, -4.161, -0.545], [-0.429, 1.424, -2.204], [4.001, -4.585, 0.580], [-2.772, -0.652, -0.401], [0.294, 4.385, 2.860], [-1.078, 3.045, 0.904], [-4.852, -1.438, 2.685], [2.292, -4.272, 1.802], [-0.713, -1.930, 1.434], [-6.088, -2.670, 1.425], [0.773, -1.491, 4.294], [4.985, 1.324, 5.846], [1.596, -2.894, -0.070], [-4.995, 4.883, 0.578], [-1.633, -2.486, -2.607], [-0.642, 5.287, -1.579], [4.823, 2.938, -3.791], [2.675, -4.888, -1.824], [4.857, 5.416, 3.732], [-2.603, 3.856, 2.855], [0.166, -2.238, 6.215], [1.294, 0.344, 1.083], [-5.461, -4.891, -2.743], [3.469, 5.032, -3.963], [-2.229, -3.322, 2.819], [0.521, -1.401, 2.986], [-1.782, -3.470, 5.279], [-0.737, 5.267, 0.184], [1.977, -0.747, 4.783], [4.189, -3.787, -0.139], [-3.530, 3.945, -2.861], [-0.541, -2.032, 2.503], [-4.616, 2.796, 2.316], [-0.094, -2.755, -4.669], [3.786, -0.400, 6.289], [4.128, 0.727, 5.566], [3.916, 4.475, 2.048], [-2.537, -5.914, 0.241], [3.938, 3.070, -3.176], [-4.837, 5.274, -1.793], [4.000, 5.327, 1.385], [2.083, 4.397, -2.448], [2.563, -5.719, -1.125], [0.538, -4.157, 1.718]],
  "mulliken_charge": [0.279, -0.888, 0.417, 0.277, 0.396, 0.654, 0.404, 0.275, -0.395, -0.467, -0.449, -2.226, 0.491, 0.067, -0.455, 1.694, -1.557, -0.550, 0.333, -0.633, -0.647, 1.290, -1.830, 0.429, 0.442, 0.202, 2.514, -0.971, -0.832, 0.351, 0.248, 0.232, 0.269, 0.100, 0.415, 0.310, -0.375, -0.065, -0.622, 0.312, 0.580, -1.694, 0.367, 0.544, 0.505, 0.288, 0.347, 0.116, 0.371, -0.582, -1.080, 0.436, 0.137, 0.398, 0.547, 0.641, -1.589, -0.116, -0.833, -0.045, 0.448, -0.826, -1.981, 0.348, -0.984, 0.527, 0.456, 0.110, 0.611, -0.602, -1.769, 0.241, 0.375, 0.393, 0.571, 0.415, 0.360, 0.485, 0.619, -0.900, -0.450, 0.236, -0.054, 0.359, 0.406, 0.145, -0.347, -0.363, -0.767, 0.429, 0.839, 0.400, 0.188, 0.399, 1.082, -0.405, 0.191, 0.337, 0.378, -1.991, 0.398, -0.312, 0.470, 0.905, 0.389, 0.349, 0.561, 1.027, 0.439, 0.330, 0.405, -2.013, 0.420, -1.234, 0.549, 0.254, -0.679, -0.796, -0.906, 0.488, -0.386, -0.449, 0.458, -1.074, 0.367, 0.356],
  "gap_ev": 5.043,
  "e_homo_ha": -0.134,
  "total_energy_ha": -4684.95340,
  "charge": -1
}

=====

{
  "formula": "C26H78CdN6O12",
  "method": "ωB97M-V/def2-TZVPD",
  "symbols": ["C", "H", "N", "H", "H", "H", "H", "H", "H", "C", "C", "H", "C", "H", "H", "H", "H", "H", "H", "N", "H", "H", "H", "C", "H", "H", "H", "C", "C", "H", "Cd", "C", "H", "H", "H", "H", "H", "C", "C", "H", "H", "C", "C", "H", "O", "H", "N", "H", "N", "H", "H", "H", "H", "O", "H", "H", "H", "H", "C", "H", "C", "H", "H", "H", "O", "O", "H", "O", "H", "H", "O", "H", "H", "O", "N", "C", "H", "O", "C", "H", "H", "C", "H", "H", "C", "C", "H", "O", "O", "H", "C", "H", "H", "H", "O", "C", "H", "H", "H", "O", "H", "N", "H", "H", "C", "C", "C", "H", "H", "H", "C", "H", "H", "H", "H", "H", "H", "H", "H", "H", "H", "C", "H"],
  "positions_angstrom": [[2.349, 2.682, 4.288], [6.085, -0.298, -6.015], [-4.151, -5.297, 1.683], [0.646, -0.184, 1.911], [5.855, -6.454, 3.540], [2.681, 0.523, -3.730], [2.530, -3.123, 1.399], [-4.226, 4.176, -2.275], [5.207, -6.508, 1.897], [-4.591, 4.915, -5.314], [-0.231, 0.310, 1.493], [-0.290, -0.360, 5.184], [-4.277, -4.807, -0.563], [7.238, -1.474, -5.236], [1.838, -0.007, -2.383], [2.108, 3.311, 1.138], [1.782, 2.965, 6.831], [0.040, -3.463, 0.296], [3.580, -3.345, -2.841], [2.327, -0.277, -3.225], [-0.436, 0.356, -0.697], [0.065, 3.168, 6.550], [4.291, 1.495, 2.604], [5.109, -3.731, 1.779], [-4.688, -4.494, 1.980], [2.292, -1.684, 2.479], [-4.490, 1.610, -1.951], [-5.838, 2.610, 0.356], [-5.420, 1.133, -0.128], [-2.870, -1.721, -2.399], [-0.485, 3.209, 1.593], [6.206, -1.257, -5.510], [2.741, 2.273, -2.208], [-0.617, 2.260, -3.750], [-3.290, 1.389, -0.678], [-1.486, 4.304, 4.213], [0.750, 1.584, 6.293], [2.419, 2.510, 2.761], [-2.409, 3.148, -3.474], [-2.599, -2.876, -0.197], [-4.809, -5.838, 1.139], [4.409, -2.381, 2.127], [-3.307, -4.703, 0.574], [-2.881, 3.634, -1.390], [-3.795, 3.781, -5.456], [-6.179, 0.243, 1.536], [1.719, 3.566, 2.034], [-3.506, -0.374, -3.302], [4.543, -1.573, 0.932], [-3.754, 0.072, 2.265], [-3.417, -2.569, 1.264], [-4.947, 3.229, 0.464], [-6.500, 2.559, 1.220], [-1.094, 0.087, 4.919], [-0.256, 3.455, 3.977], [-0.974, -0.488, 1.468], [3.964, -0.746, 0.975], [4.516, 3.248, 2.674], [4.093, -1.161, -4.573], [-2.040, 4.777, -5.034], [5.708, -5.874, 2.629], [-6.350, 3.155, -0.437], [-5.211, -0.666, 0.535], [5.471, -1.178, 0.982], [-1.614, -3.278, 1.714], [5.440, -1.292, -4.295], [3.902, 2.607, 1.218], [5.140, -4.642, 2.946], [6.745, -5.604, 2.428], [2.850, 1.878, 4.828], [1.036, 2.848, 4.799], [2.855, 3.636, 4.435], [1.186, 0.529, -0.312], [2.686, 2.806, -1.414], [-1.015, 2.940, -3.118], [-3.104, -0.659, -2.329], [1.876, 2.523, -0.990], [-3.162, 0.044, 3.017], [2.839, -2.612, 2.311], [-5.589, 4.838, -5.745], [-0.510, -4.898, 0.874], [-0.439, -3.858, 1.192], [3.982, -0.998, -2.224], [-2.760, 5.023, -2.335], [-4.221, 0.999, -1.089], [2.839, -2.545, -2.819], [2.613, -3.301, 3.126], [-4.191, -0.383, -1.512], [-0.719, 1.301, 2.468], [-1.026, 2.526, -2.197], [0.955, 2.650, 6.195], [-4.003, 5.718, -5.758], [2.025, -2.982, -3.397], [-3.887, -4.344, -1.469], [-0.910, 3.984, 3.520], [0.203, 0.850, 0.034], [-4.392, -5.821, -0.945], [3.838, -0.217, -5.053], [5.975, -2.050, -6.222], [0.123, 2.233, -0.153], [2.177, 1.515, 2.386], [-5.302, 0.206, 1.037], [2.161, 4.421, 2.340], [3.584, -1.910, -5.180], [3.872, 2.453, 2.296], [-3.154, 4.008, -2.377], [3.402, -1.235, -3.116], [4.660, -4.240, 0.926], [-1.878, 3.289, -5.639], [-4.712, 5.190, -4.266], [-2.509, 3.801, -4.912], [4.918, -1.966, 2.997], [-2.827, 2.161, -3.674], [-0.844, 0.592, 4.145], [-2.516, -5.379, 0.249], [0.378, -3.823, 1.912], [6.108, -3.488, 1.417], [2.456, -2.368, -1.814], [-2.312, 0.307, 2.663], [-5.176, -4.237, -0.327], [-2.226, -0.042, -2.142], [-2.707, -3.264, 0.816], [-6.270, 0.733, -0.681]],
  "mulliken_charge": [-1.162, 0.312, -0.761, -1.163, 0.280, 0.251, 0.224, 0.342, 0.272, -0.603, 1.653, 0.277, -1.759, 0.253, 0.179, 0.139, 0.358, 0.345, 0.360, -0.660, -0.375, 0.297, 0.289, -0.758, 0.316, 0.299, 0.151, -1.313, 0.135, 0.239, -1.535, -0.809, 0.211, 0.314, 0.104, 0.020, 0.293, 1.760, 1.442, 0.036, 0.347, 0.273, 0.658, 0.429, -0.359, 0.212, -0.289, 0.363, -0.430, 0.359, 0.154, 0.233, 0.384, -0.693, 0.358, -0.081, 0.017, 0.458, -0.716, 0.475, -0.816, 0.336, 0.135, 0.288, -0.400, -0.289, 0.416, -0.339, 0.350, 0.421, -0.482, 0.297, -0.359, -0.697, -0.634, -0.618, 0.252, -0.809, -1.433, 0.242, 0.393, -0.746, 0.116, 0.475, 0.119, -1.450, 0.548, -0.420, -0.264, -0.104, -0.969, 0.305, 0.393, 0.392, 0.802, 1.135, 0.404, 0.389, 0.317, -0.049, -0.638, -0.598, 0.366, 0.385, -1.675, -1.900, 0.892, 0.326, 0.356, 0.240, -1.095, 0.428, -0.197, 0.171, 0.139, 0.152, 0.404, 0.120, 0.346, 0.405, 0.045, -0.047, 0.327],
  "multiplicity": 2,
  "s_squared": 0.751,
  "gap_ev": [3.078, 7.281],
  "e_homo_ha": [-0.030, -0.184],
  "total_energy_ha": -2436.26440,
  "charge": -1
}

=====

{
  "formula": "C10H9N3O",
  "method": "ωB97M-V/def2-TZVPD",
  "symbols": ["C", "H", "N", "C", "H", "N", "O", "C", "C", "H", "H", "N", "H", "H", "C", "C", "C", "C", "H", "H", "C", "H", "C"],
  "positions_angstrom": [[3.261, -1.037, -0.589], [0.189, -1.465, -0.441], [2.010, 0.727, 0.069], [-0.637, -0.701, -0.399], [1.994, 0.233, -2.129], [-4.202, -1.090, 0.226], [-5.067, -0.287, 0.559], [3.341, -0.972, 0.900], [2.569, 0.283, 1.235], [1.894, 0.525, 2.038], [-3.768, 1.592, -0.137], [0.776, 1.400, -0.022], [3.963, -1.478, 1.705], [3.788, -1.940, -1.002], [2.446, 0.007, -1.032], [-2.931, -0.368, -0.073], [-0.471, 0.751, -0.337], [-1.910, -1.271, -0.335], [-1.285, 2.637, -0.119], [-2.338, -2.376, -0.602], [-2.774, 1.155, -0.142], [0.681, 2.071, 0.936], [-1.529, 1.604, -0.309]],
  "mulliken_charge": [-0.288, 0.277, 0.247, -0.085, 0.277, -0.076, -0.349, -0.261, -0.310, 0.295, 0.436, -0.470, 0.336, 0.328, -0.558, 0.278, 0.308, -0.485, 0.405, 0.266, -0.525, 0.348, -0.393],
  "gap_ev": 7.590,
  "e_homo_ha": -0.309,
  "total_energy_ha": -625.71590,
  "charge": 0
}